No. 1
Here is a molecular structure, C56H48NOP2PdS from the Open Molecules 2025 dataset. Energies are from the ωB97M-V functional and the def2-TZVPD basis.

2S+1	5
<S²>	6.04
charge	+3
E_LUMO (alpha / beta)	-7.50 / -10.95	eV
frontier orbital gap (alpha / beta)	7.900 / 4.507	eV

Last column: Löwdin spin population.
CARTESIAN COORDINATES (ANGSTROEM)
Pd -1.114 0.102 -0.405  1.01
S 1.082 4.737 1.111  0.18
P 0.145 -1.540 0.790  0.29
P -1.855 0.016 -2.705  0.25
O -1.375 -2.622 -1.417  0.06
N 0.421 2.495 2.265  0.00
C -2.501 -1.709 -4.750  0.01
C 0.150 0.384 -4.618  0.02
C -3.520 2.062 -3.638  0.02
C 5.563 2.800 5.802  0.00
C -0.274 2.226 -3.105  0.02
C 0.025 3.308 1.362  0.05
C 2.099 4.174 2.321  0.18
C -1.237 -6.488 -3.234  0.00
C 1.117 1.147 -5.259  0.00
C -1.956 4.337 0.318  0.03
C 1.153 -1.881 3.397  0.01
C 3.310 2.161 6.694  0.03
C 0.162 -1.343 2.571  0.04
C -0.558 0.928 -3.548  0.03
C -1.745 -2.775 -2.739  0.01
C -0.581 -3.607 -0.869  0.01
C -3.263 4.259 -0.153  0.01
C -0.923 -0.382 4.499  0.00
C -2.034 -1.609 -3.437  0.04
C -1.827 1.943 0.358  0.43
C -2.977 -5.558 -1.692  0.00
C 3.963 4.104 3.811  0.05
C -1.863 -4.037 -3.300  0.00
C 2.514 0.228 -1.976  0.00
C 1.088 -1.682 4.766  0.00
C 2.203 0.372 0.799  0.04
C 0.238 -3.227 0.193  0.04
C 1.386 2.439 -4.830  0.02
C -2.603 -2.951 -5.345  0.00
C 3.136 1.163 0.163  0.01
C -3.427 0.821 -3.005  0.03
C -5.915 1.968 -3.431  0.03
C 1.113 -5.463 0.249  0.00
C -0.867 -0.582 3.128  0.02
C 1.599 2.941 2.853  0.05
C -4.583 0.156 -2.587  0.02
C 1.585 -0.589 -1.350  0.07
C -5.823 0.732 -2.797  0.00
C 4.228 2.148 5.447  0.03
C -1.233 3.182 0.619  0.08
C 0.265 -5.816 -0.794  0.00
C -0.610 -4.902 -1.368  0.00
C 0.693 2.978 -3.750  0.00
C 2.276 2.310 3.854  0.07
C 3.490 2.867 4.355  0.23
C 1.417 -0.516 0.050  0.07
C 3.298 4.755 2.820  0.07
C -3.161 1.862 0.009  0.11
C 3.283 1.101 -1.224  0.06
C 1.093 -4.179 0.755  0.01
C -1.648 -5.262 -2.422  0.00
C 0.049 -0.940 5.317  0.00
C -3.877 3.027 -0.277  0.03
C -2.278 -4.097 -4.626  0.00
C -4.768 2.626 -3.855  0.00
C 4.476 0.687 5.017  0.02
H -6.887 2.410 -3.608  0.00
H -2.635 2.577 -3.985  0.00
H 3.095 3.177 7.024  0.00
H 5.438 3.807 6.201  0.00
H 6.050 2.208 6.576  0.00
H -4.914 2.957 -0.582  0.00
H -0.821 2.657 -2.273  0.00
H 2.095 0.395 1.875  0.00
H 1.784 -6.198 0.671  0.00
H 1.884 1.386 4.261  0.00
H -1.140 -7.359 -2.588  0.00
H -4.845 3.575 -4.370  0.00
H -3.757 -5.795 -2.416  0.00
H 1.843 -2.119 5.406  0.00
H -2.381 -5.058 -5.111  0.00
H 2.131 3.032 -5.344  0.00
H -2.006 -6.745 -3.960  0.00
H 2.646 0.166 -3.047  0.00
H 6.242 2.838 4.948  0.00
H -1.631 -0.145 2.496  0.01
H -3.674 0.908 -0.077  0.02
H 2.367 1.644 6.518  0.00
H 1.981 -2.445 2.992  0.00
H 1.036 -1.325 -1.927  0.00
H 0.897 3.990 -3.425  0.00
H -0.007 -0.807 6.390  0.00
H 3.778 1.815 0.743  0.00
H -1.515 5.310 0.501  0.01
H 3.831 1.646 7.502  0.01
H 3.666 5.690 2.419  0.00
H -2.773 -0.817 -5.303  0.00
H 5.004 0.179 5.823  0.00
H 0.287 -6.833 -1.157  0.00
H -3.307 -4.701 -1.101  0.00
H -1.731 0.195 4.927  0.00
H 4.022 1.722 -1.714  0.00
H 1.756 -3.922 1.566  0.00
H -0.058 -0.619 -4.965  0.00
H 1.651 0.732 -6.103  0.00
H -2.948 -3.033 -6.367  0.00
H -4.518 -0.820 -2.118  0.00
H -6.720 0.214 -2.484  0.00
H -0.294 -6.335 -3.762  0.00
H -3.813 5.165 -0.368  0.00
H 3.550 0.141 4.831  0.00
H 5.099 0.637 4.123  0.00
H -2.857 -6.409 -1.022  0.00
H 4.876 4.526 4.202  0.00



No. 2
Here is a molecular structure, C36H57Br8F4N3O5P from the Open Molecules 2025 dataset. Energies are from the ωB97M-V functional and the def2-TZVPD basis.

2S+1	1
charge	+1
E_LUMO	-4.07	eV
frontier orbital gap	5.183	eV

Last column: Löwdin charge in e.
CARTESIAN COORDINATES (ANGSTROEM)
Br 4.953 0.760 4.189  0.68
Br 2.814 1.087 7.172  0.61
Br 8.676 3.563 3.204  0.59
Br 7.229 3.015 -0.151  1.00
Br -11.128 -1.878 -2.585  0.62
Br 5.160 -5.907 2.211  0.60
Br 4.117 -2.546 3.309  0.58
Br -8.279 -3.089 -0.612  1.06
P -5.353 0.782 2.380  0.89
F -4.900 3.029 0.918  0.16
F -5.359 -1.906 1.397  0.19
F -3.754 3.137 -0.846  0.19
F -5.895 3.051 -0.964  0.17
O -6.732 1.653 2.500  -0.24
O -0.885 -3.799 -2.076  -0.16
O -3.702 -2.486 -3.357  -0.11
O -4.044 1.617 2.873  -0.25
O -6.927 -3.665 -2.279  -0.01
N -4.697 0.552 -1.677  0.09
N -5.121 -3.009 -1.022  0.24
N 4.441 2.379 0.439  -0.16
C 5.847 -3.424 3.462  -0.68
C 8.958 3.789 0.361  -0.63
C 1.203 2.167 1.765  -0.19
C 2.124 3.106 0.948  -0.15
C -5.003 -1.622 -0.844  -0.11
C -2.360 -2.168 -3.036  -0.15
C -11.050 -2.370 -0.703  -0.68
C 4.107 2.336 6.425  -0.69
C -6.192 -3.306 -1.476  -0.61
C -4.626 -1.437 -3.259  -0.10
C 4.066 2.331 4.921  -0.67
C -4.821 2.571 -0.309  -0.58
C 0.584 1.239 -1.878  -0.20
C -9.765 -1.911 -0.072  -0.59
C -4.851 1.067 -0.460  -0.06
C 1.067 -0.238 0.849  -0.17
C -0.163 -5.010 -2.221  -0.27
C 1.167 -0.202 -1.724  -0.18
C -0.506 1.273 -2.999  -0.18
C -5.143 -1.124 0.424  -0.25
C 5.188 1.293 0.732  -0.27
C -5.072 0.249 0.595  -0.11
C 9.553 3.060 1.536  -0.69
C -4.760 -0.754 -1.881  -0.04
C 1.991 -0.255 -0.405  -0.17
C 1.706 0.712 1.930  -0.19
C 5.408 1.718 -1.484  -0.20
C 3.630 3.126 1.379  -0.10
C -2.988 1.305 -3.422  -0.14
C -1.911 1.283 -2.308  -0.20
C 6.160 -4.237 2.234  -0.70
C -1.592 -3.495 -3.245  -0.19
C 4.588 2.592 -0.877  -0.27
C 0.692 -5.177 -0.961  -0.07
C 5.821 0.849 -0.344  -0.23
C -4.463 1.361 -2.894  -0.07
H 5.821 -4.016 4.372  0.05
H 3.820 3.311 6.813  0.06
H -1.973 0.442 -1.605  0.10
H 5.079 2.063 6.825  0.05
H 0.061 0.155 0.638  0.09
H 6.568 -2.617 3.579  0.06
H 1.051 2.625 2.751  0.10
H 8.795 4.846 0.555  0.05
H 0.528 -4.912 -3.070  0.12
H -9.825 -1.981 1.014  0.06
H 2.642 -1.135 -0.451  0.11
H 0.231 2.157 1.250  0.09
H -2.815 0.522 -4.162  0.10
H -0.425 0.474 -3.742  0.11
H 1.416 1.917 -2.100  0.11
H -11.899 -1.873 -0.241  0.06
H 4.045 3.407 -1.344  0.13
H 3.054 2.338 4.523  0.04
H -3.796 1.373 3.772  0.07
H 3.987 4.163 1.357  0.13
H -2.838 2.257 -3.952  0.13
H 5.685 1.670 -2.523  0.10
H 2.054 2.928 -0.129  0.08
H 0.903 -6.237 -0.772  0.08
H -2.357 -4.286 -3.366  0.14
H 7.207 -4.532 2.228  0.06
H 3.782 2.674 2.358  0.07
H -9.486 -0.899 -0.348  0.05
H 6.495 0.008 -0.408  0.10
H 1.383 0.335 2.912  0.11
H 9.592 3.679 -0.517  0.06
H 1.781 4.136 1.134  0.11
H -4.706 2.415 -2.809  0.12
H 4.617 3.182 4.522  0.06
H 0.956 -1.256 1.236  0.10
H -0.983 -3.495 -4.161  0.13
H -5.600 -1.917 -3.443  0.15
H 2.792 0.583 1.889  0.07
H 10.598 3.333 1.673  0.05
H 0.130 1.562 -0.931  0.08
H -0.812 -5.893 -2.290  0.12
H 0.182 -4.774 -0.079  0.08
H -2.194 -1.879 -1.991  0.13
H 1.816 -0.371 -2.594  0.12
H 0.302 -0.881 -1.749  0.10
H -1.964 -1.455 -3.771  0.12
H 2.602 0.657 -0.397  0.08
H -1.908 2.199 -1.707  0.10
H 5.264 0.899 1.747  0.02
H -6.756 2.438 1.927  0.06
H -5.104 0.979 -3.695  0.13
H -0.427 2.266 -3.469  0.11
H 5.927 -3.717 1.310  0.05
H 9.473 1.980 1.452  0.05
H -4.455 -0.758 -4.097  0.12
H 1.663 -4.682 -1.050  0.07
H -11.192 -3.446 -0.651  0.06



No. 3
Here is 2 unconnected molecules or ions with the total composition C5H16N2O2 from the Open Molecules 2025 dataset. Energies are from the ωB97M-V functional and the def2-TZVPD basis.

2S+1	1
E_LUMO	0.90	eV
frontier orbital gap	9.816	eV

Last column: natural (NBO) charge in e.
CARTESIAN COORDINATES (ANGSTROEM)
O 0.515 -2.694 1.394  -0.98
O -2.053 -1.272 1.234  -0.73
N 2.234 1.793 -0.092  -0.62
N -0.929 0.311 -0.865  -0.65
C -2.482 -1.361 -0.117  -0.07
C 2.261 1.116 1.239  -0.43
C 0.427 0.656 -1.302  -0.24
C -1.366 -1.048 -1.095  -0.26
C 0.870 1.967 -0.618  -0.23
H -1.728 -0.377 1.355  0.48
H 0.562 -2.906 2.345  0.47
H -2.849 -2.388 -0.204  0.19
H -0.561 -1.752 -0.856  0.20
H 0.139 2.306 0.128  0.17
H 3.090 0.419 1.176  0.20
H -1.594 0.936 -1.285  0.36
H 0.953 2.810 -1.310  0.19
H -0.387 -2.342 1.215  0.49
H 2.434 1.808 2.068  0.18
H -3.375 -0.756 -0.323  0.16
H 2.622 2.722 0.037  0.35
H 1.179 -0.093 -1.097  0.22
H -1.623 -1.399 -2.105  0.18
H 1.280 0.699 1.461  0.20
H 0.381 0.845 -2.383  0.17



No. 4
Here is a gas-phase ion, C8H12NO2 (charge +1) from the Open Molecules 2025 dataset. Energies are from the ωB97M-V functional and the def2-TZVPD basis.

2S+1	1
charge	+1
E_LUMO	-3.81	eV
frontier orbital gap	8.837	eV

Last column: natural (NBO) charge in e.
CARTESIAN COORDINATES (ANGSTROEM)
O 0.452 0.378 1.205  -0.27
O 0.683 1.787 1.217  -0.25
N 1.385 -0.815 -0.681  -0.54
C -2.376 0.867 0.591  -0.19
C -0.499 1.271 -0.905  -0.42
C -2.350 -0.512 0.060  -0.12
C -1.407 1.687 0.235  0.01
C -0.450 2.561 1.071  -0.13
C 0.175 -0.127 -0.127  0.36
C -1.115 -0.958 -0.293  -0.28
C 1.767 -1.831 0.268  -0.51
H 1.413 -2.882 0.344  0.28
H -3.220 -1.112 -0.127  0.25
H -0.863 1.040 -1.889  0.24
H 2.142 -0.151 -0.754  0.45
H 1.129 -0.998 -1.715  0.47
H -2.958 0.973 1.488  0.24
H -0.804 2.906 2.098  0.21
H 1.695 -1.402 1.309  0.28
H 2.875 -1.988 0.340  0.26
H -0.924 -2.011 -0.430  0.22
H 0.184 2.069 -0.994  0.22
H -0.198 3.525 0.513  0.22



No. 5
Here is 2 unconnected molecules or ions with the total composition C6H15N2 from the Open Molecules 2025 dataset. Energies are from the ωB97M-V functional and the def2-TZVPD basis.

2S+1	1
charge	+1
E_LUMO	-3.29	eV
frontier orbital gap	8.819	eV

Last column: natural (NBO) charge in e.
CARTESIAN COORDINATES (ANGSTROEM)
N 0.539 2.085 2.064  -0.80
N -1.045 -0.046 -0.791  -0.72
C 1.543 1.606 -0.102  -0.34
C 1.225 1.277 1.149  -0.01
C -1.289 -2.350 -1.428  -0.35
C -1.443 -1.462 -0.471  0.14
C 2.511 0.795 -0.922  -0.64
C -1.893 -1.634 0.939  -0.67
H -0.858 -2.149 -2.400  0.23
H 1.590 0.361 1.608  0.20
H 1.187 2.562 -0.481  0.21
H -1.626 -3.362 -1.250  0.25
H 2.065 0.328 -1.802  0.19
H -0.019 0.099 -0.814  0.48
H -1.382 0.618 -0.095  0.44
H -2.731 -0.978 1.161  0.23
H -1.093 -1.379 1.632  0.24
H -0.227 1.613 2.523  0.37
H 2.997 0.044 -0.303  0.23
H 0.240 2.976 1.686  0.38
H -2.177 -2.669 1.103  0.27
H 3.313 1.422 -1.313  0.24
H -1.425 0.241 -1.692  0.45



No. 6
Here is 9 unconnected molecules or ions with the total composition C40H53N9O3 from the Open Molecules 2025 dataset. Energies are from the ωB97M-V functional and the def2-TZVPD basis.

2S+1	1
E_LUMO	-0.65	eV
frontier orbital gap	6.362	eV

Last column: Löwdin charge in e.
CARTESIAN COORDINATES (ANGSTROEM)
O -2.296 -0.111 5.555  0.08
O -0.503 2.746 1.193  -0.24
O -2.325 2.022 3.539  -0.18
N 1.448 -12.201 -9.888  0.00
N -0.198 -0.430 -2.638  0.00
N 0.388 -9.638 -7.959  -0.01
N 1.613 6.341 -1.152  0.00
N 1.114 -3.394 -5.148  -0.01
N -4.441 3.965 9.246  0.00
N 2.134 -0.942 8.146  0.00
N -2.016 -0.273 3.007  0.13
N 1.232 6.540 3.861  0.00
C -3.359 3.015 3.271  -0.17
C -0.401 -4.467 -6.364  -0.12
C 0.770 -0.958 8.011  -0.13
C 0.877 3.248 1.188  -0.09
C -2.086 1.132 2.418  -0.28
C -3.990 2.720 8.894  -0.15
C 3.078 7.332 -2.492  -0.11
C 0.910 -8.680 -7.131  -0.13
C 0.246 -7.708 -9.047  -0.10
C 0.467 -0.628 6.712  -0.11
C -3.403 4.856 9.188  -0.15
C -0.024 -9.053 -9.128  -0.16
C 2.658 7.225 -1.188  -0.14
C -2.279 4.174 8.787  -0.12
C 2.490 -11.314 -9.955  -0.14
C 0.299 0.818 -2.369  -0.14
C 0.838 -7.472 -7.782  -0.11
C 2.073 7.609 4.021  -0.14
C -1.554 -0.431 -2.442  -0.14
C 3.607 -12.003 -10.362  -0.11
C -2.652 2.820 8.600  -0.11
C 2.704 -0.597 6.950  -0.15
C 2.073 6.387 5.909  -0.11
C 0.531 -4.614 -5.364  -0.15
C 0.560 -2.468 -5.993  -0.15
C 1.891 -13.450 -10.239  -0.14
C -1.927 0.833 -2.052  -0.11
C 1.231 5.788 5.004  -0.15
C 1.367 5.876 -2.417  -0.14
C 1.693 -0.399 6.039  -0.11
C 2.260 6.477 -3.271  -0.11
C -0.382 -3.107 -6.762  -0.10
C 2.607 7.542 5.285  -0.11
C -0.753 1.624 -2.006  -0.12
C -3.627 5.162 4.901  -0.14
C -3.513 6.639 4.940  -0.06
C 3.227 -13.356 -10.542  -0.11
C -0.574 1.471 1.882  -0.15
C -2.039 -0.168 4.324  -0.15
C -2.734 4.457 3.731  -0.15
H 2.218 8.323 3.224  0.10
H -2.874 1.173 1.588  0.16
H 1.287 -8.941 -6.154  0.11
H 0.135 -1.204 8.849  0.11
H -0.528 -0.558 6.293  0.05
H 1.217 -14.294 -10.244  0.10
H -4.660 1.872 8.882  0.10
H 0.348 -1.224 -2.933  0.13
H 4.590 -11.579 -10.512  0.09
H 1.355 1.025 -2.461  0.10
H 1.104 6.073 -0.324  0.13
H 1.823 -0.120 5.003  0.08
H 0.883 -1.438 -5.974  0.11
H 0.317 -10.620 -7.743  0.14
H -1.671 4.310 4.178  0.12
H -0.128 0.588 1.301  0.14
H 3.861 -14.172 -10.858  0.09
H 0.040 -6.976 -9.814  0.09
H 3.886 7.956 -2.846  0.09
H 0.698 6.336 3.032  0.13
H 3.011 7.702 -0.286  0.10
H 0.962 4.245 1.770  0.08
H -2.934 1.151 -1.824  0.09
H 1.174 -6.523 -7.390  0.08
H -0.685 2.668 -1.737  0.08
H -4.251 4.551 5.647  0.10
H 1.175 3.427 0.096  0.08
H -2.682 5.118 2.783  0.12
H 2.318 6.318 -4.338  0.09
H 0.057 1.583 2.854  0.13
H 2.638 -1.150 8.993  0.14
H 3.306 8.246 5.714  0.09
H -3.552 5.897 9.435  0.10
H 3.777 -0.523 6.849  0.10
H -1.027 -5.252 -6.763  0.09
H -3.694 3.086 2.178  0.13
H 0.829 -5.479 -4.791  0.11
H 1.629 2.498 1.648  0.11
H -0.471 -9.643 -9.915  0.11
H -2.134 -1.328 -2.598  0.11
H -1.298 4.603 8.644  0.09
H 0.630 4.893 5.074  0.10
H 0.579 5.160 -2.600  0.10
H 1.838 -3.206 -4.472  0.14
H -2.664 7.106 5.552  0.06
H -4.212 7.308 4.326  0.05
H 2.282 6.033 6.908  0.09
H -4.278 2.716 3.913  0.13
H 0.505 -11.972 -9.621  0.12
H 2.347 -10.272 -9.710  0.10
H -0.991 -2.647 -7.527  0.09
H -2.012 2.008 8.286  0.09
H -5.387 4.190 9.507  0.14



No. 7
Here is 2 unconnected molecules or ions with the total composition C2H4NO4 from the Open Molecules 2025 dataset. Energies are from the ωB97M-V functional and the def2-TZVPD basis.

2S+1	1
charge	-1
E_LUMO	4.08	eV
frontier orbital gap	8.600	eV

Last column: natural (NBO) charge in e.
CARTESIAN COORDINATES (ANGSTROEM)
O -1.211 1.462 0.739  -0.78
O -3.370 1.483 0.205  -0.72
O -0.980 -1.054 -0.370  -0.58
O 1.540 1.226 -0.236  -0.61
N 1.750 -0.041 -0.847  -0.58
C -1.955 -0.590 0.137  0.36
C -2.277 0.959 0.328  0.67
H 1.249 -0.775 -0.339  0.36
H -2.738 -1.273 0.629  0.06
H 1.580 -0.005 -1.819  0.32
H 0.736 1.144 0.213  0.49